Entry 1:
The following is a DFT calculation (ωB97M-V/def2-TZVPD) of C40H54BrF4N9SSiSr as an isolated structure.

Properties
Orbital gap ... 6.9860 eV
Total energy ... -156233.303 eV
HOMO energy ... -7.168 eV
Relative energy (zero: lowest compared OMol25 entry of this formula, charge and spin) ... 12.2 kcal/mol
F_max ... 0.6 eV/A
LUMO level ... -0.18 eV

```
! wB97M-V def2-TZVPD RIJCOSX def2/J DEFGRID3
* xyz 0 1
C 5.3741 -0.7236 3.4192
C 3.0032 -0.6214 3.3992
C 4.0433 -0.2970 -0.0749
H -1.4472 2.4661 6.1112
H -0.4524 -0.9029 3.9986
C -0.2780 1.3747 -6.4432
C -2.6071 1.0041 7.1685
H -2.8759 -2.4759 -6.2330
H 5.8587 0.8334 -0.2606
C 2.9746 3.4731 -1.9867
H -0.9043 -1.8428 8.0493
C 1.4613 4.9369 -0.7008
H 6.3183 -0.8319 3.9368
S 0.9544 1.5216 5.3579
H -2.6459 0.7361 0.0811
H 0.3840 -1.2191 -6.0064
F 0.8674 -2.8008 5.2813
Sr 0.7177 -0.7868 0.7949
F 1.2481 -3.5167 0.5742
C -2.3528 1.9664 -3.2896
C -0.9851 -1.7331 3.5109
C 2.6122 -4.0750 4.3778
C 4.1820 -0.7425 4.1176
C -2.2021 -1.1780 2.7946
N 0.8422 1.5798 -0.0364
H -4.4699 1.3838 -3.4605
H -1.9618 -1.6525 6.6516
N -0.2563 -0.4246 6.6861
N 1.0549 5.9838 -0.4365
H -1.5510 -1.3971 -6.6466
N -0.1643 -2.4096 2.5273
H 1.0946 -1.0561 -4.4058
C 4.9418 0.4493 -2.1625
C 1.9440 3.6491 -1.0377
H -3.8655 0.2076 1.2543
C 0.0367 0.7453 -5.0745
H 0.6641 1.6348 -6.9360
C 3.8621 -0.1459 -2.7926
H 0.5758 -0.9368 6.4430
C 1.3564 2.5283 -0.4690
H -4.3107 -0.5320 -6.5795
C 5.0408 0.3599 -0.7846
F 3.4862 -4.9242 1.0074
C -2.5357 3.0850 -4.3303
C 3.3385 -4.6324 3.3438
H -3.0919 1.8208 7.7024
H 3.7388 -0.1033 -3.8653
H -3.0071 -0.9881 0.2540
H -1.3258 -2.3886 4.3219
C 2.9067 -0.7650 -2.0080
H -4.1033 2.5109 -2.1608
C 1.6690 -3.7329 1.8609
H -1.3249 1.7829 -1.3619
H -0.8072 0.6828 -7.1002
H 4.1495 -0.8537 5.1920
C -1.3395 -1.1093 7.3719
H -3.6823 0.8068 -1.9855
H 2.0338 -1.2206 -2.4583
H -3.3262 0.6071 6.4434
H -1.5799 3.4853 -4.6688
H -2.9230 -0.7554 3.5131
C -1.5078 2.5261 -2.1354
H -4.3222 0.8468 -5.4867
H -0.8665 2.2892 -6.3670
H 1.8153 -0.2219 -5.7843
C -0.3138 0.8364 6.2300
H -3.1052 2.7679 -5.2056
C -2.1233 -1.8016 -5.8125
C -2.1774 -0.0927 8.1274
H -0.8617 1.0939 3.1944
H -2.0487 3.3619 -1.6794
H -2.6899 -2.0036 2.2734
H -0.5410 2.9072 -2.4528
N 3.8110 3.3280 -2.7708
H 2.0508 -0.6177 3.9118
N 2.9714 -0.8291 -0.6780
N 2.9677 -0.4767 2.0766
N -1.4372 1.5328 6.4856
C 1.4487 -3.3621 4.1791
H -1.5869 0.3387 8.9379
H -4.5092 -2.0099 -4.6550
C 0.9284 1.7173 -4.2844
H -2.5674 1.5006 2.9062
H 1.8965 1.8082 -4.7858
C 5.3483 -0.5707 2.0416
N -1.8413 -0.1592 1.7950
H -4.3858 -0.7487 -3.4344
H 1.1197 1.3721 -3.2645
H -1.3292 1.8762 1.6832
C 0.8666 -0.5215 -5.3264
C 2.8299 -4.4300 2.0696
H -3.0531 -0.5742 8.5612
Br -0.8914 -0.9192 -2.3252
C 0.8967 -3.1346 2.8948
H 6.2644 -0.5764 1.4688
C -2.8989 -0.0470 0.7940
C -3.8042 -1.4262 -4.0542
F 3.0610 -4.2027 5.6399
H -1.4564 -2.3992 -5.1879
C 4.1232 -0.4442 1.4006
H 0.5070 2.7199 -4.2272
C -3.7323 1.6326 -2.6980
H -3.2770 -2.1187 -3.3980
Si -1.5744 0.4108 -4.0955
H 5.6789 0.9990 -2.7298
C -2.8399 -0.7059 -5.0095
H -3.0507 0.6920 -6.7012
C -3.6702 0.1362 -5.9952
H 4.2411 -5.1965 3.5179
C -1.6399 1.1460 2.4310
H -3.0818 3.9110 -3.8644
*
```

Here are the Löwdin charges for atoms 1 to 4, given in e: C -0.036; C -0.146; C -0.225; H 0.119

Entry 2:
The following is a DFT calculation (ωB97M-V/def2-TZVPD) of a 10-piece molecular cluster, H20O10 overall.

Properties
Orbital gap ... 10.4349 eV
Total energy ... -20799.472 eV
HOMO energy ... -10.712 eV
SMILES string ... O.O.O.O.O.O.O.O.O.O
Relative energy (zero: lowest compared OMol25 entry of this formula, charge and spin) ... 72.4 kcal/mol
F_max ... 1.1 eV/A
LUMO level ... -0.28 eV

```
! wB97M-V def2-TZVPD RIJCOSX def2/J DEFGRID3
* xyz 0 1
H -1.0044 -4.4525 1.9318
O 1.9838 1.9509 1.4809
H -0.0685 -0.4451 0.5928
H 0.8838 0.5034 4.0854
H -1.1391 -1.8997 -1.8795
O -0.2972 0.3835 0.1717
H -2.2918 -2.8622 -2.0714
H 0.5402 0.2823 -3.2118
H -0.5697 2.0174 -0.0312
H -0.9363 -0.0495 -3.1692
H 1.7060 1.4738 0.6990
H -0.3295 0.1771 -0.7625
O 0.3486 -1.6496 2.5609
H 2.1538 1.0103 -1.7444
O -2.0717 1.0282 -2.2459
H 0.2865 -2.0438 3.4310
H -2.1381 1.1953 -1.3057
H 0.8847 1.3164 2.8083
O -0.2578 -4.2044 1.3866
H 1.4712 2.3608 -1.7896
H -2.9658 0.8196 -2.5164
O -0.5805 2.9740 0.0032
O 0.6202 1.3512 3.7275
H 1.1536 -2.0115 2.1904
O -0.1070 -0.3352 -3.5525
H -0.1570 -3.2636 1.5313
O -1.3421 -2.8320 -1.9555
O 1.4140 1.4716 -2.1394
H 2.6785 2.5329 1.1728
H 0.1315 3.2006 0.6015
*
```

Here are the Löwdin charges for atoms 1 to 4, given in e: H 0.034; O -0.033; H 0.049; H 0.011

Entry 3:
The following is a DFT calculation (ωB97M-V/def2-TZVPD) of one molecule with the formula C3H3N3O.

Properties
Orbital gap ... 9.7849 eV
Total energy ... -9673.556 eV
HOMO energy ... -9.900 eV
Relative energy (zero: lowest compared OMol25 entry of this formula, charge and spin) ... 89.9 kcal/mol
F_max ... 0.7 eV/A
LUMO level ... -0.12 eV

```
! wB97M-V def2-TZVPD RIJCOSX def2/J DEFGRID3
* xyz 0 1
H 2.4023 0.7462 0.6170
H -1.8531 -1.3607 0.7332
N 1.5472 0.4345 0.1817
C 0.9125 -0.6890 0.3679
O -1.6752 0.6029 1.2142
H -0.5391 -1.1969 -1.2285
C -1.4022 -0.3664 0.5629
N -0.0743 0.8755 -1.1757
C -0.2910 -0.4155 -0.4999
N 0.9730 1.3694 -0.7729
*
```

Here are the Löwdin charges for atoms 1 to 4, given in e: H 0.124; H 0.127; N -0.010; C -0.003

Entry 4:
The following is a DFT calculation (ωB97M-V/def2-TZVPD) of a 2-piece molecular cluster, C4H10IN4 overall.

Properties
Orbital gap ... 8.8089 eV
Total energy ... -18363.577 eV
HOMO energy ... -12.778 eV
Relative energy (zero: lowest compared OMol25 entry of this formula, charge and spin) ... 35.3 kcal/mol
F_max ... 4.0 eV/A
LUMO level ... -3.97 eV

```
! wB97M-V def2-TZVPD RIJCOSX def2/J DEFGRID3
* xyz 1 1
N -0.9488 0.0268 -0.4744
H -1.9046 -1.8633 0.8309
H -0.7862 2.3930 -2.1593
H -2.0332 2.4010 -0.9154
N -1.1246 -2.1253 0.2825
C -0.5738 -1.2639 -0.5206
H -0.8221 -3.1057 0.2576
N 3.1207 -0.0611 -0.5850
N 1.1057 0.9375 -0.9279
C -0.9219 2.3387 -1.0942
H -0.6477 3.1892 -0.4439
H -2.4194 -0.3860 5.3845
H -0.1093 -1.5681 -1.4428
C 1.8125 -0.0113 -0.2665
H 3.3580 0.2364 -1.5257
H 3.9397 -0.5766 -0.1384
I -2.0927 -1.0423 4.0686
H 1.2722 -0.5815 0.5361
C -0.2246 1.0626 -0.8661
*
```

Here are the Löwdin charges for atoms 1 to 4, given in e: N 0.135; H 0.089; H 0.092; H 0.112

Entry 5:
The following is a DFT calculation (ωB97M-V/def2-TZVPD) of one molecule with the formula C4H8N2.

Properties
Orbital gap ... 9.2804 eV
Total energy ... -7255.726 eV
HOMO energy ... -8.301 eV
Relative energy (zero: lowest compared OMol25 entry of this formula, charge and spin) ... 49.6 kcal/mol
F_max ... 2.5 eV/A
LUMO level ... 0.98 eV

```
! wB97M-V def2-TZVPD RIJCOSX def2/J DEFGRID3
* xyz 0 1
H 1.4640 1.3284 1.4598
C -0.6178 -0.4761 -0.4721
C -0.1686 0.9069 0.0441
H -0.1906 -0.2427 -2.4471
H 1.8650 -0.9951 1.5076
H -1.4722 -1.2127 -2.1798
N 1.0693 -0.8348 0.9227
H -1.0385 1.5396 0.1803
H 0.0211 0.6423 2.2259
C 0.6159 0.6281 1.2941
N -1.0153 -0.3638 -1.8653
H 0.4953 1.3606 -0.7017
H -1.5089 -0.7970 0.0918
C 0.4811 -1.4837 -0.0603
*
```

Here are the Löwdin charges for atoms 1 to 4, given in e: H 0.112; C -0.452; C -0.184; H 0.068

Entry 6:
The following is a DFT calculation (ωB97M-V/def2-TZVPD) of one molecule with the formula C7H12N2.

Properties
Orbital gap ... 9.6209 eV
Total energy ... -10430.701 eV
HOMO energy ... -8.480 eV
SMILES string ... C1CN2[C@H]1C[C@H]1NC[C@H]12
Relative energy (zero: lowest compared OMol25 entry of this formula, charge and spin) ... 64.0 kcal/mol
F_max ... 3.1 eV/A
LUMO level ... 1.14 eV

```
! wB97M-V def2-TZVPD RIJCOSX def2/J DEFGRID3
* xyz 0 1
H -1.0904 -1.6153 1.3360
H 1.1189 1.7238 -1.5794
C 0.9253 0.1143 1.2328
C -0.2201 1.0941 0.7028
H -0.7249 -2.4017 -1.6219
H -1.1074 1.2291 1.3511
H -1.4919 0.5100 -0.8956
C 0.8562 -1.1301 0.3887
H -1.9111 -1.4466 -0.8722
C -0.4496 0.6101 -0.7039
H 0.8896 0.0391 2.2759
N 0.1878 -0.6547 -0.9568
C 0.0902 1.9396 -1.2304
H 1.8815 0.5966 1.0011
H -0.1350 -3.1881 0.8105
C -0.4040 -2.0588 0.5703
C -0.8816 -1.7294 -0.8292
N 0.2010 2.3981 0.1694
H 1.0147 2.8734 0.4679
H -0.6326 2.5442 -1.7233
H 1.8834 -1.4476 0.1061
*
```

Here are the Löwdin charges for atoms 1 to 4, given in e: H 0.116; H 0.125; C -0.090; C -0.247